Here is a cluster of 3 separate species, C8H12FO6 in total at a distorted geometry from the OMol25 dataset. Energies are from ωB97M-V with the def2-TZVPD basis set.

Values from the calculation:
E_HOMO (hartree): -0.1931
Energy above the lowest of the compared OMol25 structures with the same formula, charge and spin (kJ/mol): 63.1
HOMO-LUMO gap (Eh): 0.3116

ORCA input file:
```
! RIJCOSX wB97M-V def2-TZVPD def2/J DEFGRID3
* xyz -1 1
F 2.24785 0.79954 -1.30371
C 2.72238 1.47451 1.99996
C 1.41694 0.75241 1.62122
C 1.56802 -0.74134 1.29489
O 0.62769 -1.37582 2.27540
C -0.08430 -0.39995 2.82706
O -1.06550 -0.59908 3.57926
O 0.41716 0.82578 2.54458
H 3.40014 1.03857 2.69345
H 2.37274 2.36791 2.37746
H 3.28483 1.80866 1.16227
H 1.21418 1.08819 0.62246
H 2.63296 -0.96081 1.38051
H 1.39624 -0.99339 0.29795
C -1.84113 -1.24979 -0.46459
C -1.51073 -0.06615 -1.34807
C -0.69893 -0.37465 -2.57103
O -1.47598 0.14578 -3.65099
C -2.67287 0.51416 -3.22643
O -3.62359 0.82132 -3.85436
O -2.71580 0.45247 -1.96164
H -1.11496 -1.90690 -0.30045
H -2.65731 -1.81189 -0.76539
H -2.47800 -1.02448 0.37059
H -0.84269 0.63497 -0.57187
H -0.65716 -1.48864 -2.67319
H 0.13782 0.26862 -2.35536
*
```

Here is a structure of composition C8H12IN3OPdSSbSe4 from the OMol25 dataset. Energies are from ωB97M-V with the def2-TZVPD basis set.

Values from the calculation:
E_HOMO (spin up / spin down) (hartree): -0.3943 / -0.3943
HOMO-LUMO gap (spin up / spin down) (Eh): 0.1798 / 0.1799

ORCA input file:
```
! RIJCOSX wB97M-V def2-TZVPD def2/J DEFGRID3
* xyz 1 1
Pd -1.61832 -1.44790 -0.62798
Se -6.46690 -0.36076 2.40938
Sb -4.13294 -2.48352 -0.00446
Se -3.62736 -0.94849 -1.89689
Se -2.80941 -1.02592 1.48333
Se -6.95551 -1.66136 0.78374
N -2.09998 2.28618 -0.27759
C -0.86378 1.81128 -0.09805
O -0.40993 0.86802 -0.73738
C -0.02701 2.48543 0.96520
I 1.54742 3.58548 -0.00033
H -2.72655 1.78678 -0.89356
H -2.46861 3.03482 0.28061
H 0.45233 1.72380 1.57296
H -0.58329 3.16810 1.59965
C 3.67483 0.45597 -1.65346
C 2.61230 -0.36234 -1.01785
C 2.41720 -0.49274 0.32653
C 1.29549 -1.21124 0.78974
N 0.50139 -1.86141 -0.05603
C 0.72294 -1.76211 -1.38289
S -0.40900 -2.43476 -2.45927
N 1.74553 -1.00470 -1.84156
C 0.95977 -1.29241 2.23381
H 4.36332 0.83711 -0.90504
H 3.22049 1.30669 -2.16579
H 4.22857 -0.12869 -2.38959
H 3.08672 -0.00933 1.02157
H 1.80989 -0.87665 -2.84348
H 1.67399 -0.74829 2.84682
H 0.93358 -2.33731 2.54449
H -0.04715 -0.89976 2.39339
*
```

Here is a cluster of 2 separate species, C8H12N2 in total at a distorted geometry from the OMol25 dataset. Energies are from ωB97M-V with the def2-TZVPD basis set.

Values from the calculation:
E_HOMO (spin up / spin down) (hartree): -0.3251 / -0.3251
Energy above the lowest of the compared OMol25 structures with the same formula, charge and spin (kJ/mol): 422.9
SMILES string: CC(C)=C=C=N.CCC#N
HOMO-LUMO gap (spin up / spin down) (Eh): 0.3219 / 0.3219

ORCA input file:
```
! RIJCOSX wB97M-V def2-TZVPD def2/J DEFGRID3
* xyz 0 1
C 1.30118 -0.69728 -0.18705
C 0.70838 -1.74119 -0.47768
C -1.63635 0.32870 1.01730
C 2.08636 0.32261 0.16681
C 2.26343 0.59291 1.73944
C 2.29591 1.68045 -0.57285
C -2.31586 -1.88403 1.53659
C -2.35124 -0.83182 0.59796
N -0.86090 1.15974 1.20085
N 0.11982 -2.84232 -0.60577
H 2.80939 -0.23037 2.13656
H 1.26598 0.64057 2.16558
H 2.77301 1.53252 1.90530
H 3.31301 1.93402 -0.45266
H 1.74583 2.50671 -0.24277
H 1.99996 1.52989 -1.62863
H -2.63056 -1.73703 2.55721
H -1.27248 -2.18266 1.79832
H -2.83494 -2.74566 1.13391
H -3.44509 -0.51269 0.30188
H -1.74904 -1.25024 -0.26082
H -0.13306 -2.98750 -1.56674
*
```

Here is an isolated molecule of C8H12N2 at a distorted geometry from the OMol25 dataset. Energies are from ωB97M-V with the def2-TZVPD basis set.

Values from the calculation:
E_HOMO (hartree): -0.3467
Energy above the lowest of the compared OMol25 structures with the same formula, charge and spin (kJ/mol): 164.1
SMILES string: CC1(C)[C@H]2CC[C@H](C#N)N21
HOMO-LUMO gap (Eh): 0.3738

ORCA input file:
```
! RIJCOSX wB97M-V def2-TZVPD def2/J DEFGRID3
* xyz 0 1
C -0.33147 2.09269 -1.93675
C 1.31919 0.33847 -1.40715
C 1.78181 0.26575 0.06110
C -0.17912 0.76038 -1.38153
C 0.56500 0.48687 0.92372
C -0.62657 -0.39548 0.78366
C -1.63735 -0.33805 1.91520
C -0.52763 -1.78530 0.19299
N -0.43557 3.14473 -2.37034
N -0.66357 0.81490 -0.01741
H 1.90440 1.07508 -1.96017
H 1.43556 -0.61806 -1.91684
H 2.24435 -0.69887 0.27887
H 2.51458 1.04460 0.27332
H -0.79953 0.07997 -1.98203
H 0.64363 1.13288 1.78255
H -2.57310 -0.79820 1.60585
H -1.83304 0.69672 2.18066
H -1.25601 -0.86586 2.78760
H 0.23761 -1.87899 -0.56950
H -1.48605 -2.07079 -0.23958
H -0.29715 -2.48343 0.99575
*
```

Here is a structure of composition C8H12N2O2S2 at a distorted geometry from the OMol25 dataset. Energies are from ωB97M-V with the def2-TZVPD basis set.

Values from the calculation:
E_HOMO (hartree): -0.3229
Energy above the lowest of the compared OMol25 structures with the same formula, charge and spin (kJ/mol): 220.1
HOMO-LUMO gap (Eh): 0.3394

ORCA input file:
```
! RIJCOSX wB97M-V def2-TZVPD def2/J DEFGRID3
* xyz 0 1
C -2.09553 1.41537 0.39173
C -1.82881 -0.50842 -1.03344
C -0.71068 1.52335 0.50338
C -0.47105 -0.37353 -0.91425
C -2.65959 0.44036 -0.41233
C 0.07283 0.71313 -0.16039
C -4.08478 0.47064 -0.83599
C 2.19433 -0.36161 2.06657
N 2.93780 -2.56102 -0.60071
N 2.61060 -0.28841 0.73178
O 2.31477 0.64240 -1.57353
O 2.10218 2.18005 0.34968
S 3.82619 -1.11623 0.00211
S 1.85522 0.88045 -0.22971
H -2.55867 2.21277 0.89781
H -2.38455 -1.34250 -1.60552
H -0.34309 2.22927 1.22693
H 0.39055 -0.99953 -1.17097
H -4.29977 1.04221 -1.82153
H -4.50724 -0.52736 -0.88128
H -4.53479 1.01155 -0.09474
H 2.65668 0.47245 2.71326
H 1.07812 -0.25985 2.16708
H 2.34215 -1.36865 2.47312
H 2.45221 -2.18838 -1.46722
H 3.64492 -3.33850 -0.72184
*
```

Here is an isolated molecule of C8H12N2OS at a distorted geometry from the OMol25 dataset. Energies are from ωB97M-V with the def2-TZVPD basis set.

Values from the calculation:
E_HOMO (hartree): -0.3293
Energy above the lowest of the compared OMol25 structures with the same formula, charge and spin (kJ/mol): 418.7
SMILES string: CCCCOC(=S)n1ccnc1
HOMO-LUMO gap (Eh): 0.3278

ORCA input file:
```
! RIJCOSX wB97M-V def2-TZVPD def2/J DEFGRID3
* xyz 0 1
C 3.67183 0.71502 0.98266
C 2.44055 -0.16093 0.39121
C 1.76857 0.75179 -0.54828
C 0.69344 0.19797 -1.36419
C -1.57004 -0.42428 -1.34108
C -3.87479 -0.84281 -0.06533
C -4.23939 -0.61208 1.22312
C -2.11051 -0.18699 1.07658
H 4.41110 -0.10828 1.53375
H 3.32088 1.45567 1.88986
H 4.39000 1.12388 0.17897
H 1.69498 -0.67973 1.13450
H 2.93359 -1.04231 -0.04368
H 1.49586 1.68948 -0.13410
H 2.55179 1.19931 -1.28734
H 0.79953 -0.80411 -1.99054
H 0.36152 0.84016 -2.21615
H -4.37171 -0.86250 -1.01840
H -5.22977 -0.74917 1.68837
H -1.19569 0.11945 1.58961
N -2.44304 -0.70150 -0.15755
N -3.10996 -0.15183 1.90154
O -0.51169 -0.19223 -0.51824
S -1.87704 -0.57399 -2.90530
*
```

Here is an isolated molecule of C8H12N2S at a distorted geometry from the OMol25 dataset. Energies are from ωB97M-V with the def2-TZVPD basis set.

Values from the calculation:
E_HOMO (hartree): -0.2811
Energy above the lowest of the compared OMol25 structures with the same formula, charge and spin (kJ/mol): 190.3
SMILES string: C=C(CC)/N=c1\sccn1C
HOMO-LUMO gap (Eh): 0.3097

ORCA input file:
```
! RIJCOSX wB97M-V def2-TZVPD def2/J DEFGRID3
* xyz 0 1
C 2.82535 0.30130 1.40612
C 3.46616 0.51675 0.28853
C 1.03044 -0.15072 0.03730
C -0.59669 -1.37850 -2.34048
C -0.94314 -0.38998 -1.50161
C -2.89469 0.77974 -0.23959
C 0.73181 -0.35903 2.43153
C -2.14131 0.58976 -1.55291
N -0.24098 -0.29389 -0.22381
N 1.57018 -0.13906 1.29204
S 2.39885 0.20272 -1.09962
H 3.33522 0.30298 2.44891
H 4.51250 0.71145 0.16931
H 0.31485 -1.97579 -2.22669
H -0.99995 -1.44189 -3.34876
H -2.15521 0.73092 0.55223
H -3.59306 -0.10498 0.01859
H -3.47641 1.78039 -0.22782
H 0.08827 -1.16167 2.10385
H 1.25318 -0.68320 3.21132
H 0.21938 0.47338 2.83573
H -2.93755 0.15247 -2.23926
H -1.76718 1.53685 -1.79492
*
```

Here is an isolated molecule of C8H12N2S at a distorted geometry from the OMol25 dataset. Energies are from ωB97M-V with the def2-TZVPD basis set.

Values from the calculation:
E_HOMO (hartree): -0.2891
Energy above the lowest of the compared OMol25 structures with the same formula, charge and spin (kJ/mol): 422.6
SMILES string: C=C1CC2=C(S1)N(C)N[C@H]2C
HOMO-LUMO gap (Eh): 0.3193

ORCA input file:
```
! RIJCOSX wB97M-V def2-TZVPD def2/J DEFGRID3
* xyz 0 1
C -0.12381 0.21691 0.20806
C 0.21391 -1.00469 -0.17988
C -0.27581 -1.04399 2.26064
C -0.32802 -1.36638 3.51876
C -0.63998 0.30012 1.58537
C -0.09706 1.15253 -0.97331
C -1.37730 1.88450 -1.06428
C 2.09978 -1.03170 -1.98081
N 0.01329 0.31320 -2.09042
N 0.74612 -0.89702 -1.77777
S 0.13009 -2.28399 0.98618
H 0.10953 -2.29317 3.68722
H -0.78176 -0.69579 4.24870
H -0.15681 1.02818 2.06249
H -1.73265 0.50129 1.67755
H 0.74323 1.97780 -0.90606
H -1.36383 2.71030 -1.74388
H -1.36611 2.47221 -0.10745
H -2.37029 1.36245 -1.21540
H 2.62684 -0.01011 -2.07947
H 2.49840 -1.47358 -0.99570
H 2.29615 -1.57603 -2.88552
H -0.86391 -0.24305 -2.23501
*
```

Here is an isolated molecule of C8H12N2S3 at a distorted geometry from the OMol25 dataset. Energies are from ωB97M-V with the def2-TZVPD basis set.

Values from the calculation:
E_HOMO (hartree): -0.2905
Energy above the lowest of the compared OMol25 structures with the same formula, charge and spin (kJ/mol): 419.5
HOMO-LUMO gap (Eh): 0.2907

ORCA input file:
```
! RIJCOSX wB97M-V def2-TZVPD def2/J DEFGRID3
* xyz 0 1
C -0.34331 0.36061 1.12094
C 2.44605 -0.64946 0.70518
C 1.06568 2.83219 -1.74978
C -3.03864 -1.25022 0.76464
C 1.19849 1.59450 -1.29481
C -2.16933 -1.93531 0.07143
C 0.01293 0.69669 -1.31118
C -0.80462 -2.25460 0.51952
N -0.15854 -0.04459 -0.09062
N 0.13700 -1.46779 -0.27412
S 1.88619 -2.04100 -0.04409
S -0.45737 2.06467 1.29189
S 4.04182 -0.25855 0.99974
H 1.73101 3.63679 -1.68834
H 0.10650 3.17393 -2.09177
H -4.02587 -1.27758 0.50693
H -2.68893 -0.96643 1.69167
H 2.18246 1.17358 -0.92194
H -2.48776 -2.56491 -0.77015
H 0.03271 0.13510 -2.14179
H -0.76227 1.44907 -1.44518
H -0.52496 -3.33052 0.34131
H -0.58559 -1.97427 1.68863
H -0.46059 2.00395 2.69570
H 3.66693 0.89416 1.42620
*
```

Here is a cluster of 2 separate species, C8H12N3 in total at a distorted geometry from the OMol25 dataset. Energies are from ωB97M-V with the def2-TZVPD basis set.

Values from the calculation:
E_HOMO (hartree): -0.4267
Energy above the lowest of the compared OMol25 structures with the same formula, charge and spin (kJ/mol): 243.7
HOMO-LUMO gap (Eh): 0.3078

ORCA input file:
```
! RIJCOSX wB97M-V def2-TZVPD def2/J DEFGRID3
* xyz 1 1
C 1.74300 1.92320 -0.16541
C 2.72119 0.95939 -0.39986
C 0.49868 1.48272 0.31429
C 2.53609 -0.39948 -0.17666
C 0.26256 0.14292 0.36185
C 1.32956 -0.84941 0.26292
C -1.07187 -0.46586 0.43292
C -1.38706 -1.54044 -0.29491
N 1.03602 -2.18872 0.52382
N -1.62530 -2.29146 -1.11965
N -2.97002 1.42954 -0.19361
H 1.91995 2.95649 -0.16872
H 3.73778 1.27418 -0.66174
H -0.26497 2.25897 0.64228
H 3.43761 -1.02472 -0.21199
H -1.18122 -0.72628 1.58350
H -1.94759 0.33322 0.38247
H 0.49310 -2.37130 1.41289
H -1.76296 -3.05475 -1.74898
H -3.19206 1.14892 -1.10721
H -2.26000 2.23747 -0.30802
H 1.73343 -2.87035 0.30354
H -3.78592 1.63575 0.33630
*
```